# 1
Formula: C22H23N3O4
Source: OMol25
Level of theory: ωB97M-V/def2-TZVPD

XYZ file:
```
52
Properties=species:S:1:pos:R:3:forces:R:3
C 4.33976 -0.29888 2.50089 -0.486 -0.012 0.006
C 2.96250 0.04532 1.96890 0.321 0.345 -0.385
H 2.85671 -0.23480 0.91496 0.016 0.138 0.254
H 2.74121 1.11302 2.07285 0.019 -0.139 -0.012
O 1.99287 -0.69529 2.72630 0.359 -0.268 0.295
C 0.71678 -0.47676 2.44283 -0.609 -0.033 0.197
O 0.32019 0.32588 1.64041 0.005 0.102 -0.002
C -0.19064 -1.39655 3.26471 -0.168 0.359 -0.129
N -0.14840 -2.75140 2.74810 0.175 0.303 0.232
C -1.16866 -3.15037 1.94751 -0.346 -0.445 0.131
O -2.15617 -2.46281 1.77540 -0.248 0.101 -0.180
C -1.05133 -4.51279 1.27082 -0.193 0.066 -0.030
H -0.93905 -5.29993 2.01727 -0.008 -0.026 -0.018
H -2.00688 -4.66076 0.76568 0.088 0.043 0.149
C 0.09712 -4.58021 0.24356 -0.224 0.130 -0.081
C 0.53329 -3.22496 -0.17262 0.862 -0.264 0.013
N 1.73083 -2.74424 -0.07692 -0.173 -1.267 0.288
N 1.68589 -1.47711 -0.53445 -0.525 1.162 -0.648
C 0.45354 -1.23728 -0.87522 0.949 -0.219 0.188
C -0.08866 0.00523 -1.36242 -0.489 0.338 -0.240
C -1.46754 0.17388 -1.47068 0.250 -0.101 0.005
C -1.97808 1.37482 -1.91578 0.047 0.152 -0.063
C -1.13103 2.42980 -2.25317 0.092 -0.300 0.115
C 0.24774 2.25146 -2.13185 -0.115 0.028 0.000
C 0.76829 1.05363 -1.69341 -0.097 -0.248 0.093
H 1.83259 0.90713 -1.59964 0.119 0.010 -0.007
H 0.91285 3.05830 -2.40266 0.056 0.060 -0.033
C -1.68094 3.70856 -2.72464 -0.109 0.257 -0.099
C -1.15065 4.91713 -2.27829 -0.023 -0.096 -0.013
C -1.67044 6.11920 -2.72068 0.024 0.107 -0.020
C -2.72230 6.13441 -3.62148 -0.028 0.063 -0.023
C -3.25512 4.93893 -4.07410 -0.089 0.051 -0.035
C -2.74216 3.73562 -3.62703 0.071 -0.032 0.055
H -3.15085 2.80599 -3.99567 -0.027 -0.086 -0.029
H -4.07336 4.94505 -4.77961 -0.052 -0.004 -0.056
H -3.12577 7.07411 -3.96882 -0.029 0.070 -0.025
H -1.25504 7.04910 -2.36008 0.027 0.063 0.034
H -0.34271 4.91005 -1.56144 0.074 -0.005 0.069
H -3.04768 1.51094 -1.97803 -0.088 0.020 0.001
H -2.12701 -0.63112 -1.18405 -0.072 -0.057 0.040
O -0.32756 -2.32497 -0.68087 -0.205 0.094 -0.100
H -0.23832 -5.13099 -0.63825 0.056 -0.065 0.075
H 0.97491 -5.08490 0.64558 -0.008 0.089 -0.091
C 1.04653 -3.51355 3.02670 0.266 -0.271 -0.091
H 1.44015 -3.19595 3.99161 -0.012 -0.065 -0.013
H 1.81841 -3.34793 2.27021 0.006 -0.045 0.120
H 0.81663 -4.57566 3.08185 0.013 -0.038 0.034
H 0.13317 -1.39113 4.30857 -0.020 -0.021 -0.066
H -1.21849 -1.03722 3.17368 0.280 -0.008 0.062
H 5.09007 0.25859 1.94842 0.101 0.050 -0.053
H 4.41440 -0.04687 3.55581 0.077 0.027 0.099
H 4.52844 -1.36167 2.37926 0.091 -0.115 -0.014
```
Positions in Å, forces in eV/Å.

As for the gap between HOMO and LUMO: 8.68 eV. Its HOMO energy is -8.300 eV. As for the LUMO energy: 0.3763 eV. As for the total energy: -35848.1631 eV. For the relative energy (zero: lowest compared OMol25 entry of this formula, charge and spin), the calculation gives 55.13 kcal per mole. The structure (SMILES) is CCOC(=O)CN(C)C(=O)CCc1nnc(-c2ccc(-c3ccccc3)cc2)o1.

***

# 2
Formula: C32H41O31P
Source: OMol25
Level of theory: ωB97M-V/def2-TZVPD

XYZ file:
```
105
Properties=species:S:1:pos:R:3:forces:R:3
O 0.88240 3.60073 0.20349 2.513 1.130 -1.314
C 0.05610 2.84529 0.47055 -3.446 -1.432 2.939
O -0.25344 1.63672 -0.13219 -0.241 0.204 -0.491
C -1.45992 1.19075 0.39640 -0.074 1.166 1.652
O -2.06688 0.32396 -0.11259 -0.707 -1.263 -0.786
C -1.84608 1.98725 1.65864 1.365 0.018 -1.347
C -2.97492 1.65848 2.62560 0.175 -1.072 -1.357
P -4.40249 2.82607 2.61059 -1.722 1.273 1.912
O -4.15305 4.07700 3.34086 0.439 -0.175 -0.394
O -5.02564 3.11156 1.13183 1.267 -1.427 0.875
O -5.59989 2.06119 3.46198 1.553 -0.405 -1.388
C -0.93560 2.96686 1.64866 0.445 0.676 1.256
C -0.81903 4.10660 2.64220 -1.529 1.554 -1.500
C -1.76767 5.27871 2.02353 0.206 -3.296 -1.904
C -1.45431 5.60938 0.43970 -0.485 1.517 1.119
O -2.71027 4.86458 1.07173 0.844 2.471 3.127
H -2.55827 1.52364 3.64493 -0.602 0.483 -0.361
H -3.36921 0.65264 2.33828 0.273 0.558 0.145
H -4.70613 2.42199 0.52235 -0.353 0.339 -0.163
H -5.44016 1.10095 3.44541 -0.383 0.217 0.262
H -1.24424 3.86848 3.63430 0.364 -0.049 -0.432
H 0.19187 4.54761 2.67831 -0.400 -0.470 0.174
H -2.01779 6.14350 2.68608 0.192 -0.764 -0.745
H -1.39205 6.71517 0.76778 -1.195 -0.365 -0.213
H -2.14985 5.87160 -0.38487 1.475 -0.753 -0.876
C -0.48185 -2.77738 0.49164 0.335 0.341 -0.183
C -1.94438 -2.50567 0.71896 -0.315 0.373 -0.150
O -2.49546 -3.81893 0.82430 0.412 -0.227 0.127
C -1.49379 -4.65093 1.20629 -0.038 -0.134 0.043
O -1.65017 -5.78110 1.54499 0.033 0.027 0.033
O -0.28923 -4.02723 1.15357 -0.370 -0.115 0.020
H 0.15989 -2.00860 0.91855 0.076 -0.189 0.099
H -0.23684 -2.89566 -0.56623 -0.042 -0.029 0.026
H -2.13099 -1.96856 1.65258 0.024 -0.052 0.006
H -2.39911 -1.95784 -0.10002 -0.129 -0.204 0.037
C -0.05610 1.59004 -3.65822 -0.321 -0.306 0.348
C 1.26874 2.04385 -3.11098 -0.509 0.100 0.788
O 2.18856 1.65865 -4.13680 -0.350 -0.087 -0.530
C 1.49079 1.57660 -5.29155 0.121 -0.009 0.107
O 1.98559 1.44239 -6.37048 -0.058 0.078 0.038
O 0.15336 1.66906 -5.07195 0.412 0.010 -0.142
H -0.88002 2.23050 -3.34892 0.011 0.037 -0.231
H -0.29329 0.55681 -3.39141 -0.011 0.006 -0.104
H 1.31931 3.12338 -2.98063 -0.296 -0.614 -0.011
H 1.51571 1.56240 -2.16707 0.199 -0.060 -0.151
C 0.28417 5.23142 -6.29469 -0.071 -0.438 -0.206
C 1.62419 5.80353 -5.91467 0.501 -0.300 0.032
O 1.34794 7.19898 -5.78796 -0.408 -0.055 -0.018
C 0.02034 7.32968 -5.52807 -0.069 0.227 0.085
O -0.50437 8.34528 -5.20446 0.029 -0.099 -0.025
O -0.62933 6.14445 -5.68643 0.265 0.251 0.045
H 0.13511 4.22162 -5.91531 -0.165 0.099 0.063
H 0.11792 5.23203 -7.37465 0.000 0.033 0.029
H 1.98358 5.42600 -4.95570 -0.104 0.061 -0.055
H 2.38512 5.62538 -6.67330 -0.020 0.220 -0.005
C -0.37448 -8.52076 3.58535 0.374 0.382 -0.226
C -1.83484 -8.24671 3.81091 -0.351 0.548 -0.133
O -2.39122 -9.55869 3.92029 0.462 -0.214 0.109
C -1.39437 -10.39415 4.30669 -0.191 -0.242 0.058
O -1.55400 -11.52109 4.64834 0.087 0.091 -0.015
O -0.18282 -9.77222 4.25293 -0.446 -0.068 -0.016
H 0.26712 -7.75036 4.01096 0.056 -0.169 0.108
H -0.12873 -8.64217 2.52814 -0.068 -0.019 0.022
H -2.02086 -7.70657 4.74239 0.047 -0.063 0.010
H -2.28757 -7.69894 2.98784 -0.070 -0.154 0.016
C -5.71788 2.40825 8.03558 -0.338 0.112 0.396
C -4.69943 3.39575 7.53074 -0.020 0.593 0.126
O -3.78459 2.56317 6.81904 -0.185 -0.382 -0.041
C -4.45340 1.44331 6.45477 -0.018 0.046 -0.106
O -4.02637 0.62301 5.70226 0.033 -0.018 -0.108
O -5.66751 1.37699 7.05007 0.386 0.034 -0.164
H -6.71757 2.83294 8.10283 -0.023 -0.170 -0.151
H -5.44687 1.98380 9.00507 0.031 -0.017 -0.052
H -5.12688 4.12323 6.83736 0.017 -0.085 -0.045
H -4.19600 3.92803 8.33577 0.174 -0.117 -0.103
C 3.65288 -1.38191 -8.65353 0.341 0.301 -0.184
C 2.18832 -1.11072 -8.44142 -0.289 0.479 0.030
O 1.63221 -2.42479 -8.35966 0.409 -0.211 0.010
C 2.62829 -3.26518 -7.97497 -0.103 -0.228 0.064
O 2.46612 -4.39719 -7.65299 0.041 0.100 -0.018
O 3.83695 -2.63933 -8.00469 -0.349 -0.065 -0.009
H 4.28843 -0.61787 -8.20931 0.037 -0.168 0.113
H 3.91188 -1.48861 -9.71005 -0.030 -0.041 0.023
H 1.99164 -0.58487 -7.50735 0.042 -0.004 -0.052
H 1.74267 -0.55118 -9.26203 -0.120 -0.173 0.015
C 5.91900 5.23852 -3.57819 0.441 0.328 -0.055
C 6.04033 3.74232 -3.46173 0.473 -0.273 -0.073
O 4.76705 3.36561 -2.93819 -0.257 0.359 -0.050
C 3.88681 4.33838 -3.27005 -0.027 -0.038 0.062
O 2.70538 4.25159 -3.12941 0.950 0.891 -0.044
O 4.51823 5.42230 -3.78365 -0.186 -0.358 0.102
H 6.49064 5.64318 -4.41115 -0.214 0.063 -0.045
H 6.21221 5.75626 -2.66234 -0.059 -0.033 -0.003
H 6.18202 3.25582 -4.42935 -0.064 0.024 0.017
H 6.84206 3.43693 -2.79217 -0.188 -0.092 0.095
C 4.15080 -9.43232 5.27657 0.276 -0.365 0.027
C 2.66961 -9.31619 5.51723 -0.255 -0.455 0.022
O 2.51208 -7.93971 5.86447 0.348 0.110 -0.152
C 3.56275 -7.26181 5.32903 0.035 0.248 -0.007
O 3.64811 -6.07755 5.29032 -0.016 -0.107 -0.008
O 4.50157 -8.11786 4.84281 -0.323 0.137 0.147
H 4.39547 -10.17109 4.51560 0.074 0.183 -0.080
H 4.70757 -9.66454 6.18765 -0.020 0.053 -0.009
H 2.08299 -9.52383 4.62353 0.063 -0.022 0.038
H 2.32535 -9.96199 6.32278 -0.104 0.191 0.038
```
Positions in Å, forces in eV/Å.

As for the gap between HOMO and LUMO: 7.79 eV. Its HOMO energy is -8.914 eV. As for the LUMO energy: -1.1238 eV. As for the total energy: -106607.5756 eV. For the relative energy (zero: lowest compared OMol25 entry of this formula, charge and spin), the calculation gives 45.78 kcal per mole. The structure (SMILES) is O=C1OC(=O)C(CP(=O)(O)O)=C1C[C@H]1CO1.O=C1OCCO1.O=C1OCCO1.O=C1OCCO1.O=C1OCCO1.O=C1OCCO1.O=C1OCCO1.O=C1OCCO1.O=C1OCCO1.

***

# 3
Formula: C24H43BrP2Pm
Source: OMol25
Level of theory: ωB97M-V/def2-TZVPD

XYZ file:
```
71
Properties=species:S:1:pos:R:3:forces:R:3
Pm -0.32178 0.12979 -0.17431 0.121 -0.641 2.236
C -0.80790 -2.18036 1.03374 0.807 0.552 0.119
C 0.54812 -2.25640 0.57884 -0.397 0.491 0.500
C 0.45564 -0.70053 2.28290 -0.487 -0.664 -0.680
C -0.86223 -1.21332 2.08069 0.920 -0.016 -0.408
C 1.32612 -1.33936 1.35377 -0.998 0.133 -0.138
C -1.97433 -2.95286 0.52461 -0.458 -0.334 -0.096
H -1.74486 -3.45812 -0.42281 -0.095 0.044 0.254
H -2.84915 -2.30429 0.35468 0.148 -0.222 0.045
H -2.28463 -3.72010 1.25602 0.069 0.221 -0.344
C -2.05782 -0.80002 2.85825 -0.582 0.283 0.173
H -2.94868 -1.35962 2.53673 0.237 0.180 0.233
H -2.26740 0.27541 2.72365 -0.004 -0.344 0.141
H -1.90236 -0.96406 3.93434 -0.119 -0.023 -0.252
C 0.82069 0.30725 3.30811 0.131 0.569 0.413
H 0.55880 -0.04991 4.31877 0.168 0.140 -0.316
H 0.27757 1.25477 3.14939 0.178 -0.259 0.152
H 1.89738 0.52840 3.28284 -0.328 -0.058 0.120
C 2.78110 -1.06771 1.21844 0.686 0.019 0.118
H 3.35146 -1.60503 1.99383 -0.058 0.156 -0.291
H 3.00718 0.00200 1.33779 0.002 -0.243 0.015
H 3.16865 -1.37722 0.23943 -0.036 -0.005 0.222
C 1.06697 -3.13615 -0.50427 0.234 -0.367 -0.389
H 1.49685 -4.06504 -0.09152 -0.135 0.277 -0.224
H 1.86187 -2.64091 -1.08410 -0.128 -0.174 0.128
H 0.27605 -3.41989 -1.21358 0.210 -0.019 0.187
C -1.93519 1.01821 -6.24453 -0.780 -0.711 -0.632
C -2.02699 -0.30166 -6.50033 -0.810 0.860 -0.245
C -1.17436 -1.05884 -7.47634 0.300 -0.150 -0.401
C 0.27056 -0.50907 -7.66964 -0.713 -0.352 -0.158
C 0.93648 0.04598 -6.44171 0.676 0.848 -0.172
C 1.03476 1.36470 -6.17829 0.729 -0.615 -0.735
C 0.16603 2.44487 -6.76083 -0.145 0.299 -0.459
C -1.27299 2.00755 -7.16298 0.595 0.351 -0.177
H -1.65514 -1.09363 -8.46970 0.041 -0.069 0.310
H 0.27123 0.22614 -8.48758 0.103 -0.125 0.421
H -1.10077 -2.10868 -7.14778 -0.145 0.298 -0.023
H -1.27250 1.63827 -8.20570 -0.049 0.049 0.610
H -2.52243 1.46736 -5.43542 -0.018 -0.272 -0.708
H -2.88210 -0.87469 -6.10092 0.719 0.248 0.387
H -1.90364 2.91534 -7.17287 0.256 -0.363 -0.034
H 0.07918 3.26876 -6.02768 0.201 -0.320 -0.226
H 1.88720 1.74372 -5.59135 -0.687 -0.384 0.374
H 0.64399 2.88388 -7.65845 -0.104 -0.044 0.413
H 0.88976 -1.34568 -8.02544 -0.135 0.242 0.054
H 1.48589 -0.67936 -5.82317 0.123 0.387 -0.373
P -1.40013 0.08325 -2.71284 -0.005 0.440 -0.911
P 1.77079 1.43020 -1.65042 0.101 0.792 -0.616
C -0.32215 1.32542 -3.60196 -0.073 -0.351 -0.124
C 0.64729 2.26938 -2.88170 0.074 -0.094 0.524
H -1.01434 1.92303 -4.20718 0.390 -0.156 0.092
H 0.25183 0.68907 -4.29112 -0.386 0.385 0.280
H 1.30654 2.76630 -3.61684 -0.381 -0.105 0.169
H 0.09598 3.05458 -2.33612 0.259 -0.253 -0.089
C 2.48783 2.86945 -0.79258 0.064 -0.083 0.148
H 3.21261 2.49824 -0.05523 -0.122 0.250 -0.157
H 1.69071 3.41412 -0.27239 0.208 -0.092 -0.079
H 2.98826 3.52817 -1.51457 -0.082 -0.118 0.221
C 3.18803 0.80857 -2.61349 0.070 -0.216 -0.003
H 3.62888 1.58328 -3.25563 -0.167 -0.138 0.195
H 2.89875 -0.05254 -3.22776 0.094 0.160 0.109
H 3.94014 0.47989 -1.88231 -0.113 0.013 -0.277
C -3.09760 0.69672 -2.96991 -0.264 -0.249 0.053
H -3.81017 -0.02807 -2.55521 0.131 0.211 -0.019
H -3.33516 0.84221 -4.02616 0.003 -0.094 0.306
H -3.20762 1.64683 -2.43258 0.027 -0.209 -0.078
C -1.18761 -1.46054 -3.65830 -0.051 -0.094 -0.286
H -0.20284 -1.90941 -3.46692 -0.249 0.131 0.142
H -1.27622 -1.28133 -4.73497 0.030 -0.078 0.411
H -1.97362 -2.15617 -3.34365 0.189 -0.010 -0.033
Br -1.36924 2.47128 0.69314 0.011 0.084 -0.125
```
Positions in Å, forces in eV/Å.

As for the spin multiplicity: 5. As for the gap between HOMO and LUMO (alpha / beta): 7.51 / 7.71 eV. Its HOMO energy (alpha / beta) is -10.673 / -10.684 eV. As for the LUMO energy (alpha / beta): -3.1623 / -2.9743 eV. The expectation value of S² is 6.01. As for the total energy: -130755.7590 eV. As for the total charge: +1.